Entry from the OMol25 dataset: a molecular structure, C56H97AsGe2RhSSbSi7 in a non-equilibrium geometry (wB97M-V/def2-TZVPD).

The geometry in XYZ format:
```
166
Properties=species:S:1:pos:R:3:forces:R:3
Sb -0.0034 -3.2468 1.9726 0.4137 0.2155 -0.8379
Rh 0.1601 1.4345 -0.0783 0.2672 -2.3068 1.4603
As -0.8546 -2.2081 -1.5344 -0.0489 0.1452 -0.4225
Ge -3.0466 3.6332 2.5542 0.0052 0.2880 0.4791
Ge -2.0718 2.3835 0.4932 -0.6751 0.7315 0.4040
S -0.2964 1.0539 -2.3197 0.6273 0.0687 -0.5662
Si -0.1228 -5.8396 1.9232 0.2601 -0.6716 0.5062
Si 2.1375 2.5433 -0.7932 0.7652 1.0863 -0.5594
Si 2.5560 2.6651 -3.3179 -0.4073 -0.2776 -0.0163
Si 4.2787 1.4898 -0.2887 0.4495 0.0157 -0.0602
Si 2.0697 4.9807 -0.5008 0.4590 0.1644 -0.2116
Si -2.5247 -3.1267 2.6408 -0.4441 0.0467 1.1947
Si 3.3886 -2.9741 3.0537 -0.2375 -1.5814 0.4517
C -2.2166 5.2692 -0.2881 0.0015 -0.1210 0.0582
C -1.3707 0.5541 -4.7183 -0.0659 -0.0139 -0.0277
C 1.3403 5.9499 0.9710 -0.0185 -0.5382 0.0361
C 4.1874 -0.3725 -0.6953 -0.2859 0.2374 0.0425
C 0.9283 3.1823 2.6868 -0.0151 -0.2381 -0.0358
C -2.5095 6.1447 -2.5060 -0.0021 0.0261 0.0190
C 1.0049 1.6700 2.9188 -0.0251 -0.0314 0.4552
C 2.8386 -4.2393 -1.8473 0.0076 -0.0316 -0.0346
C 4.0032 3.7562 -3.9477 -0.0228 -0.0630 0.4969
C -1.8648 -3.8638 -1.9184 -0.0113 -0.0455 -0.0064
C 2.8456 -4.3850 4.2082 0.3200 0.1353 -0.1187
C -2.5002 3.7711 -2.1163 -0.0651 -0.0856 -0.0274
C -0.2464 1.2131 3.6892 0.0273 -0.1478 -0.2380
C -3.7506 1.4098 -0.0435 0.3848 -0.3058 0.1020
C -2.1600 -1.5529 -5.5342 -0.0039 -0.0767 -0.0440
C -3.2487 -3.7206 -2.0312 0.0204 0.0258 0.1863
C -3.0504 -4.5994 3.7345 0.2180 0.1672 -0.2710
C 1.1053 3.3324 -4.3678 -0.0288 0.1125 0.3005
C -3.6707 2.7428 4.2395 0.1612 -0.1826 -0.3816
C -1.8690 -2.1235 -4.3066 0.0063 -0.0864 -0.0132
C -6.1136 0.9194 0.1991 -0.1315 -0.0078 -0.0334
C -2.3082 3.9557 -0.7481 0.4240 -0.0319 0.1000
C 5.7333 2.1449 -1.3419 -0.3567 0.0488 -0.0676
C -4.9384 1.4761 0.6820 0.1483 0.0595 0.1132
C 3.8829 5.5775 -0.5942 -0.2152 -0.1107 -0.0602
C -1.6007 -6.6541 1.0320 0.0473 0.5033 0.0247
C -4.6968 4.7048 2.1485 0.2341 -0.2126 -0.2349
C 1.6261 -3.7309 -1.4058 -0.0024 0.0621 0.0723
C 3.3592 -3.8290 -3.0650 0.0552 -0.0485 -0.0088
C -1.0747 -0.0143 -3.4721 -0.4289 -0.1897 0.3171
C 4.8529 -2.1529 3.9576 -0.6942 0.7505 -0.2317
C -1.8486 4.9896 3.4249 0.0032 -0.1639 -0.2499
C 2.2263 1.3893 3.8014 -0.0505 -0.1632 -0.0825
C 1.1562 5.6981 -2.0060 0.0583 -0.2711 0.1336
C -2.6027 4.8459 -2.9861 -0.0416 0.0364 -0.0419
C -3.7374 -2.9731 1.2040 0.6373 -0.0713 -0.1173
C 0.8982 -2.8263 -2.1766 0.1053 -0.1396 -0.0243
C -2.3168 6.3526 -1.1494 -0.0614 0.1044 -0.0429
C -4.0614 -4.7991 -2.3324 -0.0080 0.0169 0.0174
C -1.9110 -0.2050 -5.7371 -0.0145 0.0246 -0.1013
C -2.7984 -1.5891 3.7012 0.2031 -0.0456 -0.1916
C 5.0457 1.6087 1.4612 -0.4938 0.0864 -0.0397
C 1.4320 -2.4317 -3.4005 -0.0395 0.1199 -0.0559
C -3.7779 0.7081 -1.2471 0.0848 -0.0814 -0.0925
C 1.4159 -6.6346 1.1291 -0.1064 0.3953 -0.0120
C -1.3423 -1.3792 -3.2526 -0.0976 0.3277 -0.1901
C -6.1287 0.2708 -1.0274 -0.0075 -0.0349 0.0131
C 2.6537 -2.9210 -3.8389 0.0639 -0.0722 0.0302
C 1.0615 0.9270 1.5998 -0.5456 2.6157 -1.4500
C 4.0619 -3.6642 1.4264 -0.4305 0.3676 0.0810
C -1.3143 -5.1197 -2.1372 0.1023 0.0636 0.0663
C 2.9308 0.9101 -3.9699 0.0027 0.1359 0.3060
C -0.1200 -6.4710 3.7321 -0.0391 0.1403 -0.0971
C -4.9486 0.1554 -1.7472 -0.0329 -0.0267 -0.0063
C -3.4978 -6.0522 -2.5376 -0.0338 -0.0553 -0.0122
C -2.1254 -6.2066 -2.4427 -0.0144 -0.0549 -0.0374
H 3.9391 6.6669 -0.6596 -0.0571 0.0594 -0.0002
H 3.3346 -4.3286 0.9634 -0.0387 0.0136 0.0080
H -2.3712 -4.7008 4.5816 0.0206 0.0025 0.0242
H -2.1312 0.2478 -6.6965 0.0058 0.0507 0.0178
H 2.3557 0.3116 3.9204 0.1143 -0.1044 0.0451
H 0.7188 -7.1432 3.9226 0.0542 -0.0460 -0.0581
H 1.4472 -6.4552 0.0527 0.0109 0.0284 -0.0549
H -2.7519 4.6713 -4.0454 0.0073 -0.0263 -0.0028
H 0.8955 -1.7335 -4.0299 0.0155 -0.0251 0.0218
H -0.2407 -5.2571 -2.0858 -0.0117 -0.0112 -0.0096
H 4.2852 -2.8735 0.7099 -0.0227 -0.0009 -0.0210
H 2.0936 1.8222 4.7954 -0.0062 0.0441 -0.0010
H -4.9378 -0.3553 -2.7041 0.0302 -0.0184 0.0105
H -4.9504 1.9749 1.6429 -0.0768 -0.0192 0.0030
H -2.0403 -7.4531 1.6310 0.0821 0.0136 0.1436
H 0.1636 3.2396 -3.8298 -0.0253 0.0343 -0.0527
H 1.8883 5.7858 1.8997 -0.0058 -0.0221 0.0264
H 1.0125 2.7764 -5.3037 0.1018 -0.1017 -0.0049
H 3.7198 -4.8777 4.6484 0.0767 -0.0292 0.0001
H 3.1273 1.8133 3.3616 0.0412 -0.0311 0.0279
H 3.8181 4.8137 -3.7498 -0.0431 0.0285 -0.0104
H -0.0380 -5.6398 4.4317 0.0028 -0.0110 0.0522
H -3.4130 -2.1526 0.5612 -0.0529 0.0444 -0.1078
H 0.8129 3.7145 3.6341 0.0377 -0.0391 0.0423
H 4.9821 -4.2269 1.6053 0.0273 0.0100 0.1917
H -5.5810 4.0674 2.1417 0.0008 -0.0452 -0.0086
H -1.1594 1.6034 -4.8715 0.0100 0.0251 0.0252
H -2.0789 5.4551 0.7704 0.0601 0.0798 -0.0148
H -3.0384 -5.5398 3.1829 -0.0098 -0.0604 -0.0012
H 6.1181 1.4083 1.4274 0.0162 -0.0763 -0.1651
H 6.6781 1.7151 -1.0023 -0.0390 -0.1122 0.1094
H -2.0436 -3.1831 -4.1771 -0.0021 0.0357 -0.0590
H -0.1821 0.1461 3.9128 -0.0787 -0.0500 0.0144
H -2.4677 5.7853 3.8421 -0.0922 -0.0108 -0.0003
H 3.3742 -4.9616 -1.2435 0.0178 0.0170 0.0087
H -2.3889 -5.9340 0.8074 -0.0785 -0.0284 -0.0652
H 1.8036 5.7359 -2.8830 0.0287 -0.0326 -0.0108
H 2.2670 -5.1292 3.6630 -0.0305 0.0415 -0.0508
H 4.9661 -0.9474 -0.1887 0.1074 0.1199 0.0565
H 2.7739 0.8415 -5.0489 -0.0086 0.1211 -0.0577
H -3.9449 3.5429 4.9295 0.0002 0.0615 -0.0283
H -2.6669 -0.6921 3.0939 0.0278 0.0989 0.0159
H -0.3416 1.7587 4.6312 0.0613 0.0509 -0.0073
H -2.1017 -1.5389 4.5380 0.0500 0.0135 0.0306
H -2.5658 -2.1637 -6.3311 -0.0063 -0.0112 0.0044
H 4.4527 5.2687 0.2845 -0.0012 -0.0494 0.0567
H -4.7427 -2.7390 1.5570 0.0224 -0.0048 0.2333
H 0.2914 5.0824 -2.2598 -0.0597 0.0174 -0.0172
H 1.9007 0.2206 1.5463 -0.4516 -0.5481 -0.0453
H -1.0388 -7.0078 3.9704 -0.0595 -0.0264 -0.0302
H 4.3018 -0.5352 -1.7678 -0.0379 0.0037 -0.0473
H -7.0279 1.0064 0.7747 0.0137 -0.0157 0.0285
H 4.5672 -1.7885 4.9446 -0.0305 -0.0079 0.0284
H -2.8631 0.5917 -1.8112 0.0364 0.0098 -0.0493
H 3.0506 -2.6036 -4.7953 -0.0115 0.0699 0.0179
H 4.5940 0.8899 2.1451 -0.0209 -0.0209 0.0679
H 5.8232 3.2303 -1.2740 0.0023 0.0398 0.0045
H -2.8881 2.1450 4.7037 0.0412 -0.0460 0.0156
H 1.2310 -4.0401 -0.4454 0.0432 -0.0345 -0.0223
H -4.0578 -4.4513 4.1288 -0.0739 0.0823 -0.0611
H -4.1283 -6.9000 -2.7742 0.0025 -0.0145 -0.0036
H 1.8400 3.5287 2.1985 -0.0200 -0.0018 -0.0340
H -1.1342 1.3886 3.0830 -0.0555 -0.0467 0.0560
H -1.2842 -7.0835 0.0827 0.0620 0.0407 -0.0351
H -3.8120 -1.5723 4.1051 -0.0969 -0.0569 -0.0352
H -1.3083 4.5164 4.2455 0.0095 -0.0326 -0.0041
H 3.9611 0.6119 -3.7631 0.0537 0.0044 0.0062
H -3.7846 -3.8790 0.6033 -0.0117 -0.0398 -0.0828
H 0.3008 5.6651 1.1394 -0.0045 0.0176 0.0156
H -2.5821 6.9855 -3.1850 0.0059 0.0073 0.0011
H 1.4146 -7.7150 1.2855 -0.1106 -0.0442 0.0586
H -1.1133 5.4427 2.7617 0.0073 0.0065 0.0183
H -1.6793 -7.1797 -2.6100 0.0180 -0.0033 -0.0035
H -2.2458 7.3615 -0.7597 0.0186 0.0032 0.0163
H 5.6579 -2.8800 4.0883 -0.1619 -0.2364 -0.1441
H 0.7891 6.7079 -1.8150 0.0515 0.0470 0.1118
H 3.2194 -0.7977 -0.4166 -0.0491 -0.0530 0.0163
H 2.2249 -4.0221 5.0258 -0.0217 0.0804 -0.0216
H 1.3585 7.0211 0.7592 0.0771 -0.0091 -0.1934
H -7.0494 -0.1495 -1.4134 -0.0105 -0.0037 0.0085
H -4.6470 5.2156 1.1878 0.0293 0.0057 -0.0292
H 0.0831 3.4156 2.0415 0.0560 0.0906 0.0093
H 4.9169 2.6041 1.8910 -0.0232 0.0334 0.0468
H -4.8271 5.4499 2.9349 0.0856 0.0062 0.0606
H 4.3802 5.1658 -1.4738 0.0272 -0.0234 -0.0165
H 2.2729 0.1824 -3.4919 0.0116 0.0316 0.0118
H 2.3373 -6.2391 1.5595 0.0444 -0.0287 0.0182
H -5.1331 -4.6609 -2.4066 -0.0036 -0.0038 -0.0203
H 4.9583 3.5035 -3.4902 0.0204 0.0428 -0.0252
H 5.6139 1.8874 -2.3941 0.0041 -0.0227 -0.0226
H 1.2429 4.3864 -4.6142 0.0895 0.0122 -0.0360
H 4.3103 -4.2181 -3.4063 0.0073 -0.0048 -0.0248
H -2.5686 2.7675 -2.5170 0.0334 -0.0021 -0.0304
H -3.6882 -2.7399 -1.8929 -0.0815 0.0357 0.0356
H 4.1176 3.6400 -5.0281 -0.1624 -0.1032 -0.0477
H 5.2549 -1.3059 3.4011 0.0528 0.0391 -0.0170
H -4.5426 2.1079 4.0900 -0.0504 -0.0631 -0.0447
```
Positions in Å, forces in eV/Å.

**2S+1**: 2
**HOMO (alpha / beta)**: -4.18 / -4.49 eV
**Energy above the lowest of the compared OMol25 structures with the same formula, charge and spin**: 484.26 kJ/mol
**Charge**: -1
**Lowest unoccupied orbital energy (alpha / beta)**: 0.09 / 0.09 eV